Arrangement 1

Molecular formula: C20H31N5O4
Method: DFT, ωB97M-V/def2-TZVPD

Each line ends with the Löwdin charge.
Geometry (Å):
C1 -2.1588 1.6955 0.6747  -0.026
N1 -1.2435 1.1456 -0.3137  -0.091
C2 -0.3197 0.1099 0.1336  -0.109
C3 1.1005 0.6215 0.3257  -0.345
O1 1.1563 1.6919 1.2641  -0.015
C4 2.0375 -0.4530 0.8507  -0.122
N2 1.6250 -1.0108 2.1184  0.087
C5 0.8981 -2.1600 2.1934  -0.463
O2 0.5853 -2.7930 1.1966  0.053
C6 0.4862 -2.5832 3.5479  -0.124
C7 0.6526 -1.9793 4.8137  -0.099
N3 0.1145 -2.7143 5.7708  0.091
N4 -0.3944 -3.7895 5.1407  -0.146
C8 -1.1157 -4.8002 5.8957  -0.105
C9 -2.6125 -4.6408 5.7751  -0.306
C10 -3.3066 -4.9492 4.4287  -0.148
C11 -4.4703 -5.5851 5.2265  -0.163
C12 -3.5173 -5.6997 6.4402  -0.141
C13 -0.1941 -3.7493 3.8183  0.001
C14 -1.4121 1.5031 -1.6225  -0.438
O3 -2.1987 2.3747 -1.9619  0.052
C15 -0.5595 0.7949 -2.6616  -0.051
C16 -0.4029 1.6344 -3.9341  -0.299
C17 0.4201 2.8950 -3.7063  -0.137
C18 1.8998 2.5720 -3.5637  -0.181
C19 2.4140 1.9027 -4.8304  -0.097
C20 1.5226 0.8071 -5.3683  -0.491
O4 1.9430 -0.0255 -6.1498  0.045
N5 0.2129 0.8264 -4.9837  0.116
H1 -2.7736 2.4470 0.1916  0.084
H2 -2.7993 0.9059 1.0765  0.097
H3 -1.6219 2.1485 1.5107  0.088
H4 -0.6908 -0.2482 1.0946  0.129
H5 -0.3201 -0.7516 -0.5332  0.132
H6 1.4966 0.9668 -0.6381  0.124
H7 0.5961 2.4076 0.9443  0.086
H8 2.1051 -1.2679 0.1299  0.132
H9 3.0281 -0.0119 0.9694  0.132
H10 1.8100 -0.4832 2.9533  0.132
H11 1.1381 -1.0504 5.0697  0.106
H12 -0.8098 -5.7847 5.5324  0.132
H13 -0.7895 -4.6982 6.9296  0.129
H14 -2.8935 -3.6408 6.1161  0.147
H15 -3.5280 -4.1147 3.7664  0.105
H16 -2.7550 -5.7110 3.8719  0.107
H17 -5.2670 -4.8652 5.4118  0.104
H18 -4.9062 -6.5026 4.8380  0.098
H19 -3.0238 -6.6742 6.4607  0.110
H20 -3.9107 -5.4796 7.4305  0.103
H21 -0.5314 -4.5314 3.1593  0.141
H22 0.4190 0.4964 -2.2913  0.098
H23 -1.0847 -0.1348 -2.9082  0.140
H24 -1.3978 1.9252 -4.2693  0.146
H25 0.2762 3.5689 -4.5554  0.128
H26 0.0356 3.4086 -2.8254  0.116
H27 2.4668 3.4837 -3.3684  0.114
H28 2.0666 1.9177 -2.7025  0.096
H29 2.5014 2.6382 -5.6361  0.130
H30 3.4039 1.4680 -4.6992  0.122
H31 -0.3233 0.0634 -5.3695  0.148

Output
- spin multiplicity = 1
- gap between HOMO and LUMO (eV) = 9.89
- HOMO (eV) = -9.39
- net charge = 0
- SMILES = CN(C[C@@H](O)CNC(=O)c1cnn(CC2CCC2)c1)C(=O)C[C@H]1CCCC(=O)N1

---

Arrangement 2

Molecular formula: C20H31N5O4
Method: DFT, ωB97M-V/def2-TZVPD

Each line ends with the Löwdin charge.
Geometry (Å):
C1 2.7793 1.7664 -1.6749  -0.082
C2 3.5411 0.5579 -2.2099  -0.398
C3 2.5813 -0.4157 -2.8900  -0.071
C4 4.3733 -0.1419 -1.1274  -0.116
N1 3.6824 -0.4597 0.1021  -0.047
N2 3.4607 0.5136 1.0790  0.093
C5 2.6501 -0.0857 2.0335  -0.244
C6 2.3419 0.6636 3.2914  -0.024
C7 1.4235 -0.1518 4.1868  -0.482
O1 1.8317 -0.7972 5.1354  0.072
N3 0.1275 -0.1342 3.8282  -0.031
C8 -0.6273 0.4542 2.7191  -0.073
C9 -1.8368 -0.4201 3.1510  -0.209
C10 -2.2839 -1.4798 2.1571  -0.121
N4 -3.2918 -1.0109 1.2117  -0.097
C11 -4.6718 -1.2607 1.5873  -0.035
C12 -2.8843 -0.4131 0.0654  -0.406
O2 -1.6918 -0.1866 -0.1243  0.039
C13 -3.9680 -0.0457 -0.9328  0.000
C14 -3.5956 0.4805 -2.3192  -0.485
O3 -4.4671 0.5229 -3.1705  0.056
N5 -2.3393 0.9213 -2.5042  0.116
C15 -1.9143 1.4302 -3.7716  -0.288
C16 -0.4557 1.6843 -3.9567  -0.105
C17 -1.1247 0.5551 -4.7007  -0.082
C18 -0.9645 -0.9642 4.3123  -0.068
C19 2.2503 -1.3000 1.6168  0.082
C20 2.9049 -1.5774 0.3389  -0.448
O4 2.8251 -2.5331 -0.4148  0.038
H1 2.0068 1.4545 -0.9693  0.072
H2 3.4351 2.4718 -1.1598  0.074
H3 2.2938 2.2976 -2.4950  0.068
H4 4.2674 0.9038 -2.9539  0.133
H5 1.8307 -0.7796 -2.1853  0.078
H6 2.0654 0.0715 -3.7196  0.067
H7 3.1074 -1.2892 -3.2763  0.083
H8 4.7528 -1.0911 -1.5061  0.129
H9 5.2353 0.4789 -0.8632  0.123
H10 4.3220 0.9219 1.4266  0.160
H11 3.2572 0.8541 3.8534  0.131
H12 1.8879 1.6258 3.0400  0.127
H13 -0.7765 1.5314 2.8156  0.124
H14 -0.2371 0.2212 1.7294  0.099
H15 -2.6938 0.1606 3.4928  0.139
H16 -1.4249 -1.8565 1.5996  0.135
H17 -2.7255 -2.3195 2.6993  0.130
H18 -5.3616 -0.6911 0.9751  0.079
H19 -4.9174 -2.3221 1.4976  0.100
H20 -4.8240 -0.9606 2.6255  0.094
H21 -4.6155 -0.9040 -1.1126  0.131
H22 -4.6092 0.7232 -0.4926  0.137
H23 -1.6766 0.7451 -1.7580  0.111
H24 -2.6223 2.1147 -4.2162  0.144
H25 -0.1538 2.5661 -4.5038  0.101
H26 0.1959 1.4140 -3.1362  0.070
H27 -0.9147 -0.4504 -4.3627  0.104
H28 -1.2926 0.6625 -5.7627  0.097
H29 -0.7426 -2.0340 4.2664  0.128
H30 -1.3007 -0.7175 5.3197  0.124
H31 1.5747 -1.9753 2.1132  0.124

Output
- spin multiplicity = 1
- gap between HOMO and LUMO (eV) = 8.91
- HOMO (eV) = -8.50
- net charge = 0
- SMILES = CC(C)Cn1[nH]c(CC(=O)N2CC(CN(C)C(=O)CC(=O)NC3CC3)C2)cc1=O

---

Calculated relative energies: arrangement 1 0.0000; arrangement 2 0.0513, given in hartree

---

Arrangement 1

Molecular formula: C20H31N5O4
Method: DFT, ωB97M-V/def2-TZVPD

Each line ends with the Löwdin charge.
Geometry (Å):
C1 1.9588 -1.4749 3.2996  -0.067
C2 1.0983 -0.5522 2.4436  -0.408
C3 1.9313 0.5605 1.8179  -0.061
C4 -0.0640 -0.0175 3.2781  -0.112
N1 -1.0805 0.6883 2.5220  -0.036
N2 -0.9022 2.0385 2.2044  0.092
C5 -1.8010 2.3121 1.1805  -0.259
C6 -1.9597 3.7332 0.7406  -0.022
C7 -2.2259 3.8630 -0.7529  -0.468
O1 -3.3030 4.2206 -1.1945  0.071
N3 -1.1771 3.5841 -1.5530  -0.020
C8 0.0834 2.8559 -1.3588  -0.063
C9 0.0693 2.5373 -2.8760  -0.213
C10 -0.2396 1.0835 -3.1910  -0.125
N4 0.8220 0.1642 -2.8043  -0.088
C11 1.9413 0.0137 -3.7188  -0.037
C12 0.6476 -0.6051 -1.6954  -0.409
O2 -0.3033 -0.4232 -0.9441  0.039
C13 1.6954 -1.6642 -1.4323  0.004
C14 1.3942 -2.8138 -0.4677  -0.485
O3 2.3060 -3.5859 -0.2179  0.053
N5 0.1513 -2.9420 0.0314  0.114
C15 -0.1185 -3.9695 0.9954  -0.304
C16 -1.5476 -4.2944 1.2616  -0.105
C17 -0.6796 -5.2779 0.5211  -0.089
C18 -1.1858 3.4376 -3.0041  -0.069
C19 -2.3725 1.1790 0.7388  0.076
C20 -1.8745 0.0813 1.5630  -0.444
O4 -2.0383 -1.1275 1.4873  0.043
H1 2.4383 -0.9225 4.1132  0.082
H2 1.3619 -2.2750 3.7419  0.077
H3 2.7423 -1.9384 2.6986  0.081
H4 0.6495 -1.1433 1.6445  0.103
H5 2.3506 1.2165 2.5869  0.083
H6 2.7681 0.1366 1.2579  0.075
H7 1.3376 1.1740 1.1392  0.053
H8 -0.5744 -0.8519 3.7601  0.131
H9 0.2947 0.6527 4.0654  0.130
H10 -0.9719 2.6398 3.0191  0.160
H11 -2.8064 4.1961 1.2472  0.132
H12 -1.0542 4.2892 0.9973  0.129
H13 0.9016 3.5013 -1.0322  0.124
H14 0.0071 1.9847 -0.7084  0.091
H15 0.9441 2.8883 -3.4222  0.133
H16 -1.1424 0.7863 -2.6585  0.131
H17 -0.4238 0.9679 -4.2633  0.136
H18 2.8759 -0.1356 -3.1829  0.090
H19 1.7959 -0.8169 -4.4151  0.099
H20 2.0400 0.9291 -4.2997  0.088
H21 2.0115 -2.1432 -2.3593  0.124
H22 2.5884 -1.1720 -1.0372  0.132
H23 -0.4829 -2.1523 -0.0297  0.098
H24 0.5887 -4.0022 1.8152  0.138
H25 -1.8291 -4.5149 2.2811  0.100
H26 -2.2855 -3.7375 0.7022  0.097
H27 -0.8336 -5.3796 -0.5440  0.102
H28 -0.3607 -6.1768 1.0294  0.096
H29 -2.0833 2.9500 -3.3899  0.126
H30 -1.0391 4.3822 -3.5290  0.124
H31 -3.0345 1.0624 -0.1021  0.130

Output
- spin multiplicity = 1
- gap between HOMO and LUMO (eV) = 8.98
- HOMO (eV) = -8.57
- net charge = 0
- SMILES = CC(C)Cn1[nH]c(CC(=O)N2CC(CN(C)C(=O)CC(=O)NC3CC3)C2)cc1=O

---

Arrangement 2

Molecular formula: C20H31N5O4
Method: DFT, ωB97M-V/def2-TZVPD

Each line ends with the Löwdin charge.
Geometry (Å):
C1 -4.1935 7.1087 -2.8172  -0.052
C2 -3.4854 5.7686 -2.6516  -0.403
C3 -4.1041 4.7220 -3.5734  -0.074
C4 -3.5683 5.2645 -1.2097  -0.121
N1 -2.7869 6.0129 -0.2507  -0.045
N2 -1.3930 6.0155 -0.3492  0.099
C5 -0.9543 7.0576 0.4545  -0.256
C6 0.5151 7.2528 0.6803  -0.023
C7 0.7839 8.7517 0.6954  -0.480
O1 0.7745 9.3954 1.7278  0.072
N3 0.9502 9.3222 -0.5205  -0.012
C8 0.5228 8.8218 -1.8420  -0.090
C9 -0.0514 10.2215 -2.1579  -0.208
C10 -1.5773 10.2997 -2.1926  -0.103
N4 -2.1613 10.3339 -3.5341  -0.088
C11 -3.0432 11.4534 -3.8251  -0.030
C12 -2.0002 9.2521 -4.3275  -0.426
O2 -1.2978 8.3145 -3.9503  0.035
C13 -2.7019 9.2744 -5.6739  -0.005
C14 -2.5955 8.0906 -6.6375  -0.484
O3 -3.1532 8.1826 -7.7161  0.063
N5 -1.8969 7.0104 -6.2387  0.116
C15 -1.6775 5.9024 -7.1163  -0.291
C16 -1.6287 4.5393 -6.4981  -0.095
C17 -2.7981 4.9415 -7.3547  -0.093
C18 0.5572 10.7045 -0.8159  -0.067
C19 -1.9958 7.7937 0.8845  0.077
C20 -3.2203 7.1585 0.4020  -0.459
O4 -4.3875 7.5025 0.4799  0.039
H1 -5.2457 7.0246 -2.5362  0.094
H2 -3.7514 7.8857 -2.1924  0.066
H3 -4.1436 7.4306 -3.8598  0.069
H4 -2.4287 5.8951 -2.9105  0.122
H5 -5.1494 4.5436 -3.3071  0.088
H6 -4.0812 5.0572 -4.6110  0.057
H7 -3.5760 3.7677 -3.5146  0.080
H8 -4.5972 5.3160 -0.8495  0.136
H9 -3.2535 4.2173 -1.1607  0.125
H10 -0.9847 5.1057 -0.1612  0.161
H11 0.8134 6.8522 1.6483  0.132
H12 1.0833 6.7511 -0.1049  0.125
H13 1.3638 8.5228 -2.4679  0.125
H14 -0.2161 8.0253 -1.8211  0.093
H15 0.3682 10.6981 -3.0424  0.144
H16 -2.0004 9.4640 -1.6240  0.125
H17 -1.8996 11.2173 -1.6997  0.125
H18 -3.2726 11.5136 -4.8830  0.077
H19 -3.9804 11.3714 -3.2685  0.103
H20 -2.5513 12.3827 -3.5382  0.095
H21 -3.7714 9.4347 -5.5228  0.131
H22 -2.3556 10.1376 -6.2462  0.134
H23 -1.4102 7.0870 -5.3526  0.111
H24 -1.0181 6.1064 -7.9514  0.146
H25 -0.9165 3.8289 -6.8925  0.097
H26 -1.7886 4.4811 -5.4295  0.084
H27 -3.7364 5.1601 -6.8651  0.093
H28 -2.8877 4.5120 -8.3419  0.101
H29 -0.1453 11.1031 -0.0810  0.123
H30 1.4045 11.3837 -0.9079  0.121
H31 -1.9549 8.6994 1.4654  0.125

Output
- spin multiplicity = 1
- gap between HOMO and LUMO (eV) = 9.16
- HOMO (eV) = -8.65
- net charge = 0
- SMILES = CC(C)Cn1[nH]c(CC(=O)N2CC(CN(C)C(=O)CC(=O)NC3CC3)C2)cc1=O

---

Calculated relative energies: arrangement 1 0.0000; arrangement 2 0.0056, given in hartree

---

Arrangement 1

Molecular formula: CH9NO3
Method: DFT, ωB97M-V/def2-TZVPD

Each line ends with the Löwdin charge.
Geometry (Å):
C1 -0.6197 3.3544 0.4967  -0.124
N1 -0.3894 2.1404 0.2665  0.017
H1 -0.3302 4.0693 -0.2792  0.062
H2 -1.0722 3.8303 1.3667  0.067
H3 -0.7982 1.4563 0.8951  0.050
O1 -1.3838 -3.2939 1.7000  -0.044
H4 -0.9120 -4.0636 1.4838  0.003
H5 -1.2102 -2.5807 1.0732  0.018
O2 2.0808 0.6370 -1.0877  -0.067
H6 1.7481 1.1197 -0.3300  0.000
H7 1.4824 0.9120 -1.7928  0.035
O3 0.1634 -2.0054 -1.2186  -0.077
H8 -0.4040 -1.2444 -1.4304  0.034
H9 1.0222 -1.5537 -1.0799  0.026

Output
- spin multiplicity = 1
- gap between HOMO and LUMO (eV) = 11.34
- HOMO (eV) = -10.74
- net charge = 0
- SMILES = C=N.O.O.O

---

Arrangement 2

Molecular formula: CH9NO3
Method: DFT, ωB97M-V/def2-TZVPD

Each line ends with the Löwdin charge.
Geometry (Å):
C1 -0.6487 -0.3453 2.5736  -0.084
N1 -0.5989 -0.3205 1.3089  0.029
H1 -0.2240 -1.2043 3.0967  0.066
H2 -0.9893 0.4784 3.1975  0.072
H3 -0.9485 0.5955 1.0129  0.035
O1 -0.3977 2.1832 -0.3947  -0.080
H4 0.3951 1.6716 -0.2819  0.001
H5 -0.7258 2.0508 -1.3135  0.059
O2 0.4790 -1.7719 -0.8633  -0.092
H6 -0.2584 -2.2605 -1.2455  0.052
H7 0.1504 -1.4522 0.0152  0.003
O3 1.2363 0.5009 -2.1792  -0.094
H8 0.9625 -0.3776 -1.8570  -0.019
H9 1.5681 0.2519 -3.0697  0.053

Output
- spin multiplicity = 1
- gap between HOMO and LUMO (eV) = 11.73
- HOMO (eV) = -10.83
- net charge = 0
- SMILES = C=N.O.O.O

---

Calculated relative energies: arrangement 1 0.0183; arrangement 2 0.0000, given in hartree